1.
DFT (the ωB97M-V functional and the def2-TZVPD basis) results for 3 unconnected molecules or ions with the total composition C2H9O2S.

Last column: natural (NBO) charge in e.
Positions of all 14 atoms, in Å:
C -0.951788 -1.711738 -0.014750  -0.6285
C 0.481894 -1.329458 -0.417721  -0.5161
S 0.557086 0.140309 -1.499717  -0.7156
H -1.350798 -1.056262 0.748106  0.1965
H -1.588069 -1.490631 -0.877490  0.2074
H -1.062809 -2.748786 0.311018  0.1747
H 1.053423 -1.083870 0.463975  0.1778
H 0.949666 -2.199715 -0.890932  0.1708
H 0.987245 1.913457 0.895502  0.4935
H 2.076800 1.029784 0.422772  0.4858
O 1.934994 1.749121 1.060497  -0.9985
H -1.066068 3.058389 -0.143356  0.4563
H -0.943310 1.525778 -0.378777  0.5021
O -1.078271 2.203623 0.320870  -1.0062

Atomic forces in eV per Å
0.00 0.47 -0.61
-0.44 -0.04 -0.06
-0.09 -0.18 -0.21
0.11 0.20 0.46
-0.04 -0.48 -0.06
0.01 -0.06 -0.02
0.26 -0.21 0.48
0.05 0.15 -0.07
0.21 0.07 0.07
-0.01 0.23 -0.16
-0.29 -0.15 0.06
0.06 -0.59 0.16
0.51 -0.09 -0.06
-0.35 0.69 0.02

E_LUMO = 4.0 eV
Energy = -630.31367 hartree
Energy above the lowest of the compared OMol25 structures with the same formula, charge and spin = 0.095 eV
Net charge = -1
HOMO energy = -2.946 eV


2.
DFT (the ωB97M-V functional and the def2-TZVPD basis) results for 11 unconnected molecules or ions with the total composition C40H57ClN3O18.

Last column: Löwdin charge in e.
Positions of all 119 atoms, in Å:
Cl 0.740990 -0.163370 0.516219  0.5783
O 1.001020 -0.175400 1.921365  -0.3894
O 1.105745 -1.389555 -0.168307  -0.3865
O -0.674131 0.065210 0.537760  -0.4206
O 1.316716 0.975546 -0.136004  -0.3865
O -7.938138 1.628495 2.912908  0.1079
C -6.852460 1.549246 3.462695  -0.4106
O -6.685126 0.971862 4.708640  -0.0082
C -5.384042 0.794363 5.090737  -0.1942
C -4.571237 1.030329 3.805218  -0.1492
C -5.489181 1.805849 2.850626  -0.0630
H -5.347351 -0.246418 5.412502  0.1269
H -5.299917 1.562149 5.859848  0.1275
H -4.321348 0.066731 3.361224  0.1061
H -3.645827 1.581267 3.973102  0.1094
H -5.309560 1.335450 1.883897  0.1255
H -5.089330 2.819460 2.879281  0.1222
O 0.519464 -9.256341 2.449019  0.0828
C 1.031515 -8.147403 2.471389  -0.4613
O 0.983375 -7.249268 1.474071  0.0310
C 1.566635 -5.982830 1.808307  -0.1416
C 2.228065 -6.187310 3.177363  -0.1440
C 1.755865 -7.580974 3.710359  -0.0586
H 0.814382 -5.194069 1.817146  0.1239
H 2.311521 -5.680169 1.072352  0.1220
H 2.191202 -5.338019 3.859604  0.1110
H 3.303777 -6.238216 3.009002  0.1010
H 1.012718 -7.471773 4.500239  0.1148
H 2.466583 -8.214427 4.241129  0.1170
O 4.987792 5.818065 -5.127303  0.0969
C 3.911711 5.887413 -4.556358  -0.4872
O 2.824058 6.465353 -4.972073  0.0670
C 1.726314 6.138961 -4.223561  -0.1771
C 2.205073 5.023749 -3.283302  -0.1774
C 3.656318 5.229294 -3.195500  -0.0878
H 0.822486 5.813800 -4.738797  0.1308
H 1.487287 7.029883 -3.642847  0.1292
H 2.047568 4.055165 -3.757804  0.1217
H 1.613614 4.982741 -2.368645  0.1211
H 4.157658 4.274009 -3.039956  0.1306
H 3.922099 5.949939 -2.422112  0.1316
O -0.392337 0.820029 -6.254183  0.1065
C -0.282625 -0.283348 -5.785878  -0.4756
O 0.888662 -0.971101 -5.899640  0.0350
C 0.767166 -2.195663 -5.169912  -0.1666
C -0.678557 -2.370839 -4.741065  -0.1631
C -1.324592 -0.987620 -4.946879  -0.0609
H 1.253877 -2.012993 -4.211863  0.1236
H 1.143018 -3.093097 -5.661290  0.1258
H -0.765930 -2.739254 -3.718942  0.1140
H -1.143497 -3.113243 -5.389731  0.1065
H -1.354834 -0.454328 -3.996728  0.1303
H -2.333322 -1.041563 -5.356317  0.1243
O -8.338296 -1.892550 0.029676  0.1271
C -7.402382 -2.028224 -0.700818  -0.4893
O -6.663324 -0.944510 -1.039577  0.0334
C -5.576363 -1.273920 -1.803670  -0.1979
C -5.914268 -2.688340 -2.344318  -0.1415
C -6.814494 -3.287143 -1.271349  -0.0609
H -4.648470 -1.303994 -1.232522  0.1209
H -5.390677 -0.541676 -2.589437  0.1263
H -4.921131 -3.125071 -2.449431  0.1041
H -6.376457 -2.676482 -3.331407  0.1129
H -6.302493 -3.677034 -0.391601  0.1296
H -7.571687 -4.004316 -1.588238  0.1290
O 8.709192 -0.664131 -3.360339  0.1010
C 7.653640 -1.111090 -2.965438  -0.4778
O 6.868167 -0.443928 -2.115243  0.0477
C 5.680731 -1.144960 -1.899616  -0.1885
C 6.000146 -2.566398 -2.226804  -0.1725
C 7.016850 -2.444807 -3.344875  -0.0696
H 4.953318 -0.733999 -2.599658  0.1295
H 5.146781 -0.960136 -0.967500  0.1353
H 5.136190 -3.116666 -2.599492  0.1174
H 6.407007 -3.109533 -1.373835  0.1208
H 6.497952 -2.258737 -4.285206  0.1301
H 7.669882 -3.314520 -3.417247  0.1261
O 1.037021 7.644099 2.336886  0.0875
C 0.888843 6.470802 2.645346  -0.5219
O -0.199465 5.926489 3.068640  0.0400
C -0.086521 4.621162 3.652197  -0.0922
C 1.480924 4.460738 3.763435  -0.1387
C 1.986728 5.398980 2.693836  -0.0896
H -0.499406 3.914279 2.932513  0.1243
H -0.593455 4.417341 4.595377  0.1206
H 1.809948 3.449183 3.525525  0.1075
H 2.013643 4.678860 4.689032  0.1108
H 1.962156 4.897243 1.726495  0.1269
H 2.897484 5.996112 2.739145  0.1254
N -2.694631 4.047951 -1.749399  0.0139
C -2.749959 4.307357 -3.088668  -0.1653
C -3.664298 5.297041 -3.337576  -0.1020
C -4.011111 5.793350 -2.030310  -0.1282
C -3.349727 5.071626 -1.084736  -0.1409
H -2.144188 3.318644 -1.319032  0.1475
H -2.105291 3.808535 -3.797176  0.1047
H -4.026235 5.663183 -4.286967  0.0862
H -4.622776 6.672848 -1.893380  0.0856
H -3.345827 5.176745 -0.009868  0.1021
N 5.721933 0.781147 3.545466  0.0200
C 5.961584 0.725957 4.907155  -0.1527
C 7.244234 0.347400 5.114430  -0.1480
C 7.920100 0.394505 3.890681  -0.1202
C 6.938605 0.554168 2.910308  -0.1241
H 4.845639 1.037030 3.113325  0.1461
H 5.162341 0.915812 5.608267  0.1027
H 7.853423 0.315789 6.005658  0.0911
H 8.982124 0.272894 3.736669  0.0884
H 7.036012 0.613743 1.836361  0.0982
N -3.277656 -3.717110 1.593452  -0.0061
C -3.047981 -4.706536 0.709628  -0.1525
C -3.673963 -5.800320 1.230387  -0.1436
C -4.322458 -5.479236 2.430488  -0.1112
C -4.013269 -4.145091 2.692254  -0.1123
H -2.890630 -2.785607 1.542250  0.1460
H -2.382537 -4.596455 -0.133857  0.1123
H -3.591847 -6.774959 0.772402  0.0907
H -4.899678 -6.105617 3.094450  0.0874
H -4.250583 -3.463684 3.495854  0.0978

Atomic forces in eV per Å
-1.97 0.93 0.57
2.51 -0.72 0.98
0.07 0.36 0.45
-1.96 -0.66 -1.67
1.29 0.10 -0.35
1.92 0.22 1.51
-1.60 -0.81 -1.23
-3.57 0.75 -2.00
0.89 0.34 -0.36
0.74 -0.23 0.39
1.40 -0.69 1.03
0.60 0.26 0.57
1.17 -0.43 0.44
0.12 0.00 0.11
0.05 -0.25 0.12
-0.83 0.57 -0.24
-0.90 0.27 -0.36
0.71 1.84 -0.67
-0.16 -1.85 1.51
-0.20 -0.29 -0.31
0.14 0.27 0.84
1.48 -0.62 0.52
-0.83 1.67 -0.47
-0.31 -0.31 0.01
-0.14 -0.38 -0.20
-0.79 -0.12 0.03
0.15 -0.27 -0.14
-0.49 0.20 -0.22
0.40 -0.10 -0.92
-1.72 0.86 0.12
3.80 -2.16 0.96
0.29 1.11 -3.08
-1.60 -0.37 2.77
-2.03 -0.68 -0.03
0.45 0.30 0.07
0.41 0.25 -0.72
-0.36 0.07 0.10
-0.21 -0.05 -0.19
0.22 0.20 0.13
0.47 0.45 -0.19
0.23 -0.01 0.09
0.05 -0.54 0.05
-0.12 1.64 -0.68
-1.01 -0.62 -0.20
0.05 0.18 1.94
-1.12 -0.36 -0.62
0.94 -1.08 0.51
0.89 -0.28 -0.24
0.30 0.53 -0.33
0.13 0.06 -0.07
-0.26 0.03 -0.01
-0.12 0.16 -0.01
0.30 0.33 -0.23
-0.20 -0.34 -0.08
-0.99 0.61 0.78
-1.08 0.95 1.01
0.83 -1.13 -1.51
1.63 -0.03 -0.20
0.19 0.72 -0.09
-0.05 -0.06 0.44
-0.37 0.06 -0.07
-0.26 -0.75 -0.15
-0.17 0.14 0.13
0.44 -0.44 -0.21
0.10 0.22 0.00
-1.05 -0.35 0.44
2.17 -0.12 -1.02
0.89 0.90 0.66
-2.16 0.06 -0.52
-0.67 -1.37 -0.29
-0.28 0.61 0.65
-0.15 -0.15 -0.48
0.97 0.02 0.53
-0.19 0.02 0.37
0.07 0.08 0.06
0.09 -0.18 -0.21
0.25 0.49 -0.16
-0.75 -1.66 0.23
3.03 1.22 -0.61
-3.81 0.11 1.46
2.37 -0.61 -0.58
0.66 -0.83 -0.29
-0.68 1.33 -1.05
0.17 -0.06 -0.08
-0.16 1.04 0.00
-0.36 -0.16 0.01
-0.87 0.27 0.48
0.09 0.01 -0.18
0.31 -0.72 0.57
0.81 1.04 0.34
-0.40 -0.78 -0.98
0.45 0.19 1.30
-0.29 0.74 -0.89
-0.53 -0.77 -0.07
0.07 0.30 -0.10
-0.26 -0.43 0.12
0.28 0.00 0.08
-0.04 -0.15 0.33
-0.02 -0.21 -0.13
1.52 -0.11 0.47
-1.57 -0.41 -0.17
1.52 1.22 0.78
-1.10 -0.71 -1.92
0.26 0.60 0.41
0.26 -0.19 0.03
0.05 -0.12 -0.07
-0.70 -0.15 0.45
-0.16 -0.14 -0.12
-0.11 -0.01 0.09
-0.02 1.70 1.42
0.04 -0.20 0.37
0.03 -1.63 -1.01
0.25 1.25 1.01
0.14 -0.64 -1.52
0.05 -0.15 -0.13
-0.20 0.07 0.06
-0.26 -0.05 0.08
0.10 -0.10 -0.21
-0.06 -0.14 -0.13

E_LUMO = 1.7 eV
Energy = -3536.92899 hartree
Energy above the lowest of the compared OMol25 structures with the same formula, charge and spin = 2.101 eV
Net charge = -1
HOMO energy = -6.731 eV


3.
DFT (the ωB97M-V functional and the def2-TZVPD basis) results for a molecular structure, C41H54Cl5NO6SeW.

Last column: Löwdin charge in e.
Positions of all 109 atoms, in Å:
W -0.854713 -1.809753 -0.521463  1.6099
C -3.824299 3.646452 3.639404  -0.0466
C -3.116037 4.195383 2.393697  -0.5574
C -1.825092 4.911293 2.816830  -0.0458
C -4.040828 5.216554 1.730494  -0.0653
C -2.757364 3.045058 1.454232  -0.1590
C -1.980099 1.989935 1.922056  -0.0525
C -1.637789 0.968716 1.062332  -0.3673
Se -0.415295 -0.417470 1.578889  1.1900
C 1.128165 0.412697 0.769680  -0.4059
C 1.766774 1.429070 1.453253  -0.0608
C 2.867889 2.059972 0.893777  -0.1628
C 3.293386 1.604382 -0.353226  0.0420
C 2.676767 0.577249 -1.062290  -0.0763
C 1.544710 -0.031664 -0.487989  -0.3738
O 0.904594 -1.021823 -1.126904  -0.3133
C 3.208693 0.108866 -2.420417  -0.5208
C 3.584439 -1.380953 -2.353172  -0.0295
C 4.465160 0.878146 -2.837665  -0.0680
C 2.148972 0.340354 -3.508660  -0.0347
C 3.536219 3.216697 1.635127  -0.5569
C 2.534708 4.374487 1.755942  -0.0437
C 3.954960 2.761160 3.039497  -0.0472
C 4.781025 3.726693 0.908497  -0.0656
C -2.037375 0.940468 -0.270900  -0.3060
O -1.672552 -0.108938 -1.044879  -0.2864
C -2.793246 2.000852 -0.778866  -0.0702
C -3.134561 3.017252 0.114853  0.0467
C -3.218889 2.033001 -2.247967  -0.5241
C -4.014157 3.295574 -2.591408  -0.0674
C -4.111235 0.820331 -2.547650  -0.0320
C -1.973458 2.021243 -3.150787  -0.0326
H -4.091036 4.465407 4.310632  0.0846
H -3.190123 2.955803 4.195936  0.0758
H -4.737691 3.116870 3.363742  0.0928
H -2.053040 5.739359 3.491667  0.0855
H -1.301141 5.310134 1.946254  0.0896
H -1.146379 4.231988 3.335553  0.0745
H -4.301441 5.991547 2.452913  0.0856
H -4.967936 4.754608 1.386028  0.0903
H -3.561343 5.706062 0.880877  0.0865
H -1.629922 1.964585 2.946487  0.1087
H 1.387754 1.730970 2.422680  0.1067
H 4.156963 2.073593 -0.796352  0.0847
H 4.291888 -1.560757 -1.540069  0.0915
H 4.060191 -1.684496 -3.288651  0.0889
H 2.710950 -2.008470 -2.188360  0.0662
H 5.285646 0.727368 -2.133537  0.0904
H 4.277509 1.949479 -2.930830  0.0862
H 4.794121 0.514827 -3.812612  0.0857
H 1.219747 -0.172141 -3.267743  0.0571
H 2.514596 -0.030910 -4.469261  0.0865
H 1.935452 1.406057 -3.614384  0.0909
H 1.632325 4.065176 2.286258  0.0701
H 2.236167 4.730751 0.768262  0.0911
H 2.980548 5.208295 2.303140  0.0853
H 3.096893 2.454183 3.638702  0.0751
H 4.451225 3.578366 3.567122  0.0840
H 4.645520 1.918063 2.983177  0.0916
H 4.538687 4.126292 -0.077880  0.0862
H 5.527573 2.939368 0.788747  0.0895
H 5.234792 4.532299 1.488223  0.0851
H -3.727109 3.835381 -0.261500  0.0864
H -4.955317 3.346337 -2.041170  0.0883
H -4.254611 3.281315 -3.655853  0.0871
H -3.443146 4.204558 -2.393571  0.0865
H -5.032856 0.871550 -1.965294  0.0982
H -3.621064 -0.116354 -2.289943  0.0436
H -4.377329 0.808222 -3.607620  0.0884
H -1.406665 2.946902 -3.029504  0.0917
H -2.278322 1.948721 -4.197684  0.0858
H -1.311053 1.188134 -2.922676  0.0637
Cl 5.394697 -6.195063 -1.261404  0.6814
C 3.881820 -5.407780 -1.036875  -0.7143
C 3.737209 -4.406497 -0.082588  -0.7003
Cl 5.094421 -3.949523 0.870975  0.6953
C 2.515037 -3.763927 0.107600  -0.5787
Cl 2.402777 -2.530299 1.295831  0.8160
C 1.391214 -4.100921 -0.667846  -0.4345
O 0.208739 -3.552255 -0.571678  -0.2865
C 1.570837 -5.117625 -1.626561  -0.5757
Cl 0.208963 -5.528260 -2.612964  0.7611
C 2.782031 -5.764784 -1.812690  -0.7020
Cl 2.932136 -6.996538 -3.003430  0.6918
N -1.101575 -2.329611 -2.682248  -0.0415
C -2.414664 -2.917958 -3.072897  -0.1929
C -2.939477 -3.772049 -1.926776  -0.1049
C -3.199420 -2.841769 -0.743244  -0.6458
O -4.102691 -2.033642 -0.774051  0.0761
O -2.337464 -2.936374 0.275757  -0.2133
H -0.882669 -1.510222 -3.242570  0.1048
H -0.364938 -3.015876 -2.842858  0.0558
H -2.304152 -3.497876 -3.990720  0.1192
H -3.108499 -2.098196 -3.257670  0.1132
H -2.216298 -4.543330 -1.658466  0.0776
H -3.881801 -4.238742 -2.212512  0.1297
C -0.229407 -5.159570 4.273896  -0.1612
C -1.084615 -5.939365 3.275971  -0.1568
C -0.757643 -5.235508 1.961996  -0.1976
O -0.396195 -3.895794 2.303970  -0.2161
C -0.346599 -3.748018 3.718567  -0.2162
H 0.809291 -5.494742 4.230280  0.1156
H -0.576827 -5.241053 5.302938  0.1113
H -2.143050 -5.822482 3.517279  0.1146
H -0.856862 -7.004089 3.246458  0.1115
H -1.596889 -5.202035 1.266079  0.1095
H 0.093157 -5.708594 1.457719  0.1187
H -1.264390 -3.261712 4.072726  0.1224
H 0.503303 -3.108644 3.965782  0.1095

Atomic forces in eV per Å
0.97 -0.68 -0.25
-0.01 0.00 -0.01
-0.01 0.00 0.00
-0.01 -0.01 0.01
0.01 0.00 0.00
0.02 0.01 -0.01
-0.02 0.03 -0.05
0.07 -0.02 0.12
-0.03 0.08 -0.21
-0.01 0.05 0.08
0.03 -0.01 -0.01
0.00 0.01 0.00
-0.01 -0.01 0.01
0.02 0.00 0.00
-0.04 -0.21 -0.02
-0.10 0.39 -0.30
0.00 0.00 0.00
-0.01 -0.01 -0.01
0.00 -0.01 0.00
0.00 -0.01 0.00
0.00 0.00 0.00
0.01 0.00 0.01
0.00 0.00 0.00
-0.01 0.00 0.00
-0.11 0.12 0.00
0.30 -0.80 0.47
-0.01 -0.02 -0.02
0.00 0.02 0.01
-0.01 0.01 -0.03
0.01 -0.03 0.01
0.03 -0.03 0.02
0.00 0.00 0.02
0.00 0.00 0.00
0.01 -0.01 0.00
-0.01 0.00 0.00
0.00 0.00 0.00
0.01 0.00 0.00
0.01 0.00 0.00
0.00 0.01 0.00
-0.01 0.00 0.01
0.00 -0.01 -0.01
0.00 0.00 0.01
0.00 0.02 0.01
0.01 0.01 0.00
0.02 0.00 0.00
0.00 -0.01 -0.02
0.00 0.02 0.01
0.01 0.00 0.01
0.00 0.01 0.00
0.00 0.00 0.00
0.00 -0.01 0.01
0.01 0.00 -0.01
0.00 0.01 0.00
0.00 0.01 0.00
0.00 0.00 -0.01
0.00 0.01 0.00
-0.01 -0.01 0.00
0.00 0.01 0.01
0.01 0.00 0.00
0.00 -0.01 -0.01
0.01 0.00 0.00
0.00 0.00 0.00
-0.01 0.01 -0.02
0.00 0.01 0.02
-0.01 -0.01 0.00
0.01 0.01 -0.01
0.00 -0.01 0.00
-0.06 0.05 -0.03
0.00 0.01 -0.02
0.02 -0.01 0.02
0.00 0.01 0.00
0.00 -0.01 -0.01
-0.01 0.01 0.00
-0.01 -0.02 -0.03
-0.02 0.01 0.01
0.00 0.00 -0.01
-0.09 0.02 0.03
-0.14 -0.03 0.06
0.16 -0.17 -0.36
-0.68 0.74 0.76
0.00 0.04 0.01
0.05 -0.05 -0.02
0.03 0.00 0.00
-0.01 0.01 0.01
-0.02 0.10 0.14
0.05 0.03 0.00
0.06 0.07 0.07
-0.26 0.07 -0.01
-0.20 -0.28 0.08
0.02 0.24 -0.41
-0.01 0.00 -0.03
-0.01 0.08 -0.05
0.01 -0.01 -0.01
0.01 -0.01 0.00
-0.05 0.01 -0.01
0.00 0.03 -0.02
0.01 0.00 -0.01
0.00 0.01 0.00
-0.01 -0.03 -0.06
0.04 0.13 -0.01
0.01 0.00 0.03
0.00 0.00 0.00
0.00 0.00 0.00
0.00 0.00 0.00
0.00 0.00 0.00
0.01 0.00 0.01
-0.01 0.01 0.01
0.00 0.00 0.00
0.00 -0.01 0.00

E_LUMO = -0.8 eV
Energy = -6870.51274 hartree
Energy above the lowest of the compared OMol25 structures with the same formula, charge and spin = 0.000 eV
HOMO energy = -7.331 eV